# 1
C25H40B2F4N8O5SSr as an isolated structure. Source: the Open Molecules 2025 dataset; level of theory: ωB97M-V/def2-TZVPD.

HOMO level (alpha / beta)	-13.654 / -13.662	eV
LUMO (alpha / beta)	-9.066 / -9.428	eV
total charge	+2
energy relative to the best compared isomer or geometry (same formula, charge and spin)	1.2351	eV

```
86
C25H40B2F4N8O5SSr | the Open Molecules 2025 dataset | ωB97M-V/def2-TZVPD
Sr 0.4894 1.9445 -2.4733
C -2.9999 -0.8577 -0.5994
C -2.2191 0.2676 -1.2454
N -1.2051 0.0532 -2.0716
O -0.7420 -1.3086 -1.9693
B 0.3651 -1.7158 -1.0876
F 0.7964 -2.9777 -1.3552
F -0.1469 -1.6521 0.2751
O 1.6230 -0.9039 -1.0454
N 1.4436 0.4354 -0.6665
C 1.4536 0.7279 0.5818
C 2.0270 -0.2187 1.7204
C 0.9141 2.0234 0.9723
N 0.5173 2.8398 -0.0018
O 0.0090 4.0452 0.4879
B -1.4710 4.0268 0.5356
F -1.9039 5.1915 0.9985
F -1.8879 2.8888 1.2457
O -2.1170 3.7452 -0.8860
N -1.8342 2.5441 -1.3956
C -2.7355 1.6034 -1.0583
C -4.1109 2.0061 -0.5242
C 0.7252 2.2650 2.4807
H -3.9792 -0.4742 -0.5880
H -2.4750 -1.0861 0.3941
H -2.7908 -1.8231 -1.1691
H 2.5335 -1.0519 1.2429
H 1.0832 -0.4968 2.1585
H 2.5325 0.4195 2.3782
H -4.8551 1.7999 -1.2721
H -4.1699 3.1118 -0.2698
H -4.3369 1.4524 0.3907
H 0.0847 1.5072 2.8769
H 0.1054 3.2012 2.5722
H 1.6353 2.2819 3.0356
C -2.3477 -6.2797 5.5118
C -3.2725 -6.1096 4.2872
C -2.9546 -4.9240 3.3220
N -1.9039 -3.9869 3.9250
C -1.2279 -3.1314 3.0745
S -1.3258 -1.4267 3.2625
N -0.5107 -3.6818 2.0545
C -0.1586 -5.0602 1.8951
O -0.1941 -5.5887 0.7992
C 0.3507 -5.7937 3.0636
C 0.5184 -7.1464 2.9977
C 1.2569 -7.8910 3.9182
C 1.8819 -7.1982 4.9949
C 1.5994 -5.8489 5.1796
C 0.9579 -5.1627 4.1904
H -1.7226 -5.3837 5.6068
H -1.6898 -7.1243 5.4307
H -2.8898 -6.3333 6.4205
H -4.2891 -5.8462 4.6391
H -3.3025 -7.0569 3.6422
H -3.8456 -4.3461 3.1031
H -2.5500 -5.1451 2.3249
H -2.3616 -3.3117 4.6108
H -0.1942 -2.9451 1.3174
H 0.0440 -7.6474 2.1590
H 1.1613 -8.9645 3.7516
H 2.4683 -7.7957 5.7518
H 1.7959 -5.2230 6.0360
H 0.8005 -4.0930 4.3776
C 3.6042 4.9414 -7.3566
C 2.2984 4.8352 -6.6388
N 2.2646 5.3263 -5.1927
C 2.8340 6.6847 -4.9812
C 2.0578 7.9149 -5.3894
C 1.8394 4.5577 -4.2067
C 1.3223 5.3291 -3.0313
N 1.8422 3.2262 -4.1620
H 4.1038 5.8704 -7.1356
H 3.4688 4.8475 -8.4668
H 4.2550 4.0998 -7.0282
H 1.8151 3.8755 -6.7257
H 1.5161 5.4658 -7.1995
H 3.7991 6.7246 -5.4864
H 3.0133 6.6945 -3.9236
H 1.4423 7.9382 -6.2692
H 2.7398 8.8137 -5.4232
H 1.4055 8.2473 -4.5728
H 2.0704 5.2991 -2.2396
H 0.4617 4.8396 -2.6339
H 1.0420 6.3629 -3.3610
H 2.3524 2.7360 -4.8921
```

Löwdin atomic charge list, values in e, 2 entries: Sr 1.586; C 0.035


# 2
C20H48HoIO4P2SSi as an isolated structure. Source: the Open Molecules 2025 dataset; level of theory: ωB97M-V/def2-TZVPD.

HOMO level (alpha / beta)	-13.918 / -13.934	eV
LUMO (alpha / beta)	-10.182 / -10.158	eV
spin multiplicity	5
total charge	+2

```
78
C20H48HoIO4P2SSi | the Open Molecules 2025 dataset | ωB97M-V/def2-TZVPD
C -0.1876 -0.5241 -5.7897
I 0.3520 -3.0546 -4.8299
H -0.2640 0.4781 -5.2526
H -1.1192 -0.7132 -6.3850
H 0.6603 -0.5344 -6.5024
Ho 0.2684 -0.7811 -3.0729
P -2.4818 -1.1379 -2.7409
C -2.9528 -2.9123 -2.6138
C -3.3024 -0.4079 -1.2593
H -4.3848 -0.6003 -1.2329
H -4.5702 -0.8008 -3.9701
H -3.1296 0.6750 -1.2726
H -3.4279 0.5541 -4.2484
H -2.5822 -3.3385 -1.6680
H -2.8433 -0.8173 -0.3424
C -3.5076 -0.5447 -4.1463
H -4.0497 -2.9905 -2.6379
H -3.1773 -0.9970 -5.0995
H -2.5255 -3.4745 -3.4560
P 2.9943 -0.7235 -2.4743
C 3.7296 -2.3918 -2.3147
C 3.8769 -0.0445 -3.9276
H 3.4033 1.2127 -1.1025
H 4.7535 0.0310 -0.9211
H 3.1726 -0.2514 -0.0964
C 3.6600 0.1472 -1.0107
H 3.5895 1.0075 -4.1027
H 4.9687 -0.0963 -3.7774
H 4.8203 -2.2773 -2.3336
H 3.4006 -3.0155 -3.1550
H 3.6281 -0.6300 -4.8337
H 3.4109 -2.8422 -1.3654
C 0.5379 -2.6647 -1.4782
O 0.7731 -3.5508 -0.7342
C -3.4859 1.6663 1.7703
C -2.0822 2.2055 2.0560
C -1.8616 3.3861 1.1145
C -1.9654 2.6686 3.5087
O -1.1187 1.1513 1.8540
Si 0.0769 0.5833 0.8225
S -0.0451 1.2133 -1.1750
O 1.5327 0.9640 1.4564
C 2.3407 1.8198 2.3416
C 3.2119 2.6995 1.4630
C 1.4661 2.6692 3.2257
C 3.2040 0.8876 3.1781
O -0.0623 -1.0960 0.9419
C -0.5936 -1.7537 2.1692
C -0.5515 -3.2718 1.8912
C 0.2975 -1.3819 3.3568
C -2.0399 -1.3442 2.4374
H -4.2211 2.4828 1.8415
H -3.7735 0.8896 2.4895
H -3.5367 1.2649 0.7494
H -2.6656 4.1206 1.2800
H -0.9129 3.8967 1.3089
H -1.9221 3.0693 0.0660
H -2.0510 1.8247 4.2082
H -1.0148 3.1856 3.6879
H -2.7751 3.3833 3.7087
H 2.6227 3.2703 0.7296
H 3.7715 3.4225 2.0790
H 3.9543 2.1023 0.9130
H 0.8348 2.0780 3.9072
H 2.0874 3.2966 3.8875
H 0.8474 3.3672 2.6417
H 2.5886 0.2179 3.8015
H 3.8411 0.2816 2.5144
H 3.8616 1.4420 3.8677
H 0.4793 -3.6639 1.7276
H -0.9818 -3.8383 2.7494
H -1.1687 -3.4987 1.0096
H 0.1367 -0.3294 3.6623
H 0.0376 -1.9990 4.2412
H 1.3569 -1.5687 3.1062
H -2.1165 -0.2880 2.7136
H -2.6630 -1.5384 1.5564
H -2.4349 -1.9271 3.2876
```

Löwdin atomic charge list, values in e, 2 entries: C -0.130; I 0.800


# 3
A 11-piece molecular cluster, C53H129Cl2O33P3 overall. Source: the Open Molecules 2025 dataset; level of theory: ωB97M-V/def2-TZVPD.

HOMO level	-9.327	eV
LUMO	0.175	eV
SMILES	COP(=O)(OC)OC.COP(=O)(OC)OC.COP(=O)(OC)OC.COCCOCCOC.COCCOCCOC.COCCOCCOC.COCCOCCOC.COCCOCCOC.COCCOCCOC.COCCOCCOC.ClCCCl
total charge	0

```
220
C53H129Cl2O33P3 | the Open Molecules 2025 dataset | ωB97M-V/def2-TZVPD
C -17.5869 -18.6734 27.6600
O -18.5896 -19.7470 27.7264
P -19.5441 -20.0622 26.4566
O -19.8937 -18.7999 25.7057
O -18.8371 -21.2545 25.6397
C -18.3176 -22.4079 26.3312
O -20.8256 -20.8085 27.1592
C -21.7200 -20.1592 28.0012
H -16.5247 -18.9172 27.6396
H -17.7937 -18.0419 28.5240
H -17.7965 -18.1299 26.7387
H -17.2476 -22.5542 26.1832
H -18.7937 -23.3231 25.9792
H -18.4702 -22.3379 27.4082
H -22.7691 -20.2668 27.7256
H -21.4086 -19.1148 27.9862
H -21.6413 -20.4713 29.0426
C -35.2878 -26.0916 25.7140
O -35.7710 -25.0395 26.5349
P -35.0992 -24.7437 27.9596
O -34.7349 -25.9484 28.7785
O -33.8245 -23.9297 27.5223
C -33.0151 -23.2830 28.5300
O -36.1377 -23.6815 28.6412
C -36.2199 -23.5062 30.0219
H -35.3123 -25.6947 24.6992
H -35.9635 -26.9468 25.7228
H -34.2758 -26.4285 25.9386
H -33.3867 -23.3430 29.5529
H -32.7662 -22.3004 28.1291
H -32.0226 -23.7334 28.5400
H -35.5593 -24.1725 30.5767
H -37.2556 -23.6022 30.3478
H -35.8737 -22.5032 30.2710
C -26.0739 -26.5980 36.4114
O -26.4402 -25.7210 35.3771
P -26.3892 -26.0826 33.7962
O -26.4896 -24.8910 32.9085
O -27.5618 -27.2184 33.5764
C -28.9431 -26.7952 33.9207
O -24.9995 -26.8946 33.6735
C -24.5623 -27.5181 32.4802
H -26.8908 -26.7228 37.1221
H -25.1802 -26.2411 36.9232
H -25.8858 -27.6209 36.0851
H -29.1762 -25.7894 33.5713
H -29.0863 -26.8170 35.0010
H -29.6342 -27.5261 33.5009
H -25.4564 -27.8293 31.9399
H -23.9699 -28.3838 32.7763
H -24.0519 -26.8380 31.7982
C -22.1030 -31.4930 23.7983
O -21.0152 -32.0092 24.5470
C -20.8194 -31.1771 25.7106
C -19.7382 -31.8552 26.5175
O -19.5361 -31.1335 27.7694
C -18.4300 -31.7091 28.5578
C -18.9037 -32.9367 29.4604
O -19.3098 -34.0478 28.6815
C -18.1995 -34.7559 28.1154
H -21.7942 -30.5150 23.4291
H -23.0773 -31.4218 24.2818
H -22.2131 -32.0345 22.8587
H -21.7493 -31.1218 26.2766
H -20.4065 -30.2181 25.3977
H -18.8840 -31.8239 25.8411
H -20.0637 -32.8816 26.6870
H -18.0274 -30.9714 29.2519
H -17.5936 -32.0147 27.9293
H -19.8310 -32.5953 29.9205
H -18.1885 -33.1912 30.2426
H -18.5343 -35.6603 27.6074
H -17.5704 -35.0965 28.9378
H -17.5888 -34.2519 27.3663
C -32.0429 -20.7443 20.1736
O -31.3760 -19.7997 19.3564
C -30.1773 -20.2563 18.8414
C -29.6410 -19.0629 18.0571
O -28.3953 -19.3534 17.4096
C -27.7640 -18.1707 16.8807
C -26.4987 -18.5455 16.0960
O -25.5828 -19.2574 16.9122
C -25.0661 -18.4540 17.9464
H -32.6088 -21.4610 19.5784
H -32.7682 -20.2509 20.8206
H -31.3649 -21.3294 20.7950
H -30.2315 -21.1325 18.1953
H -29.3655 -20.4692 19.5370
H -29.5286 -18.2012 18.7151
H -30.3789 -18.8078 17.2964
H -27.4273 -17.5259 17.6924
H -28.3945 -17.6047 16.1950
H -26.0190 -17.7816 15.4842
H -26.8731 -19.2872 15.3904
H -25.7709 -18.2102 18.7413
H -24.6095 -17.5462 17.5520
H -24.2333 -18.9875 18.4044
C -27.7202 -28.6362 25.6454
O -27.0114 -27.6938 24.8349
C -27.4086 -26.3876 25.1857
C -26.4123 -25.3996 24.7203
O -26.4019 -25.1933 23.2969
C -25.3145 -24.5268 22.7577
C -25.4879 -24.4291 21.2369
O -25.3923 -25.6654 20.5572
C -26.0190 -25.6806 19.2645
H -28.7990 -28.5904 25.4967
H -27.4469 -28.3888 26.6712
H -27.4662 -29.6680 25.4027
H -27.6270 -26.2428 26.2438
H -28.3788 -26.2070 24.7228
H -25.3975 -25.7402 24.9260
H -26.5042 -24.4247 25.1990
H -24.3894 -25.0652 22.9635
H -25.4016 -23.5263 23.1814
H -24.6931 -23.8979 20.7132
H -26.4265 -23.9681 20.9294
H -27.0341 -26.0662 19.3591
H -25.4546 -26.3819 18.6498
H -26.0867 -24.7555 18.6921
C -29.9414 -39.4755 8.5369
O -30.6243 -38.5740 9.3451
C -29.7681 -37.7148 10.0587
C -30.6010 -36.9452 11.1719
O -31.4037 -35.8790 10.6652
C -32.1176 -35.0978 11.6170
C -31.2290 -34.0667 12.3794
O -30.5224 -33.2163 11.4751
C -29.8346 -32.1741 12.0997
H -29.2506 -38.9329 7.8916
H -30.5480 -40.1173 7.8979
H -29.3435 -40.0978 9.2027
H -29.2571 -36.9958 9.4184
H -28.9659 -38.2216 10.5951
H -29.8914 -36.5779 11.9133
H -31.2065 -37.6785 11.7046
H -32.7679 -35.7031 12.2485
H -32.7586 -34.4434 11.0261
H -30.5769 -34.6902 12.9912
H -31.8653 -33.4757 13.0381
H -30.6320 -31.5495 12.5024
H -29.3579 -31.3686 11.5410
H -29.1516 -32.4569 12.9007
C -31.0735 -37.3544 32.0234
O -30.1847 -36.2604 31.7656
C -29.9908 -35.4494 32.8762
C -28.7538 -34.5921 32.7064
O -27.6209 -35.4518 32.4407
C -26.3426 -34.7502 32.6316
C -25.8831 -34.6957 34.1336
O -24.8282 -33.7631 34.1892
C -24.2671 -33.5710 35.4773
H -32.0179 -37.0046 32.4402
H -30.6258 -38.1122 32.6664
H -31.3902 -37.9500 31.1671
H -29.9214 -36.0927 33.7534
H -30.8791 -34.8198 32.9280
H -28.5816 -34.0390 33.6297
H -28.9252 -33.9215 31.8644
H -26.2928 -33.7098 32.3104
H -25.5881 -35.1973 31.9844
H -25.5385 -35.6987 34.3857
H -26.6355 -34.3580 34.8463
H -23.5604 -34.3593 35.7366
H -25.0032 -33.4721 36.2751
H -23.7364 -32.6225 35.3946
C -26.5844 -36.6414 24.7567
O -27.4725 -37.3162 23.8689
C -28.6174 -36.5218 23.3757
C -29.9162 -36.7520 24.1812
O -31.0892 -35.9966 23.8122
C -32.1392 -36.2205 24.6581
C -33.4288 -35.9075 23.8616
O -33.5375 -34.5229 23.3732
C -34.5968 -34.3085 22.4752
H -25.8351 -37.3188 25.1663
H -27.0592 -36.2031 25.6346
H -26.0267 -35.8496 24.2566
H -28.8476 -36.9378 22.3948
H -28.5148 -35.4500 23.2062
H -29.7315 -36.6115 25.2462
H -30.2309 -37.7885 24.0596
H -32.1174 -35.5467 25.5147
H -32.1725 -37.2533 25.0050
H -34.2797 -36.1987 24.4775
H -33.5105 -36.6394 23.0581
H -34.6572 -33.2640 22.1694
H -35.5152 -34.5727 22.9995
H -34.4001 -34.8961 21.5784
C -15.7988 -24.7457 19.2772
O -16.8007 -25.7926 19.2436
C -17.6661 -25.4668 18.2033
C -18.6428 -26.6412 17.9952
O -17.8602 -27.7329 17.5206
C -18.6070 -28.9372 17.2207
C -19.4893 -28.9031 15.9630
O -18.8357 -28.2701 14.8659
C -17.7967 -29.0005 14.2346
H -15.2174 -24.6298 18.3625
H -15.1489 -24.7279 20.1521
H -16.3445 -23.8276 19.4949
H -17.2318 -25.1804 17.2454
H -18.2219 -24.5668 18.4663
H -19.4448 -26.3862 17.3026
H -19.0680 -26.9392 18.9535
H -19.1511 -29.2604 18.1081
H -17.8575 -29.7250 17.1451
H -20.3912 -28.3202 16.1493
H -19.8669 -29.8773 15.6523
H -17.4163 -28.3641 13.4356
H -18.2722 -29.8868 13.8146
H -16.9844 -29.2632 14.9123
Cl -29.9727 -31.1006 19.5381
C -30.8995 -30.2093 20.6933
C -30.7767 -28.6930 20.3799
Cl -31.8304 -28.3370 18.9926
H -30.5178 -30.5626 21.6512
H -31.9242 -30.5659 20.5882
H -29.7376 -28.3937 20.2429
H -31.1650 -28.0811 21.1940
```

Löwdin atomic charge list, values in e, 2 entries: C -0.064; O -0.247


| no. | total energy (eV) |
| --- | --- |
| 1 | -72613.50151 |
| 2 | -100886.99072 |
| 3 | -177520.81021 |